# 1
This record from the OMol25 dataset describes a cluster of 2 separate species, C11H15N in total at a distorted geometry. The level of theory is the ωB97M-V functional and the def2-TZVPD basis.

Last column: natural (NBO) charge in e.
Cartesian coordinates (Å):
C  1.264  -1.217  -2.219  -0.625
C  2.136  -0.653  -1.185  -0.089
C  3.498  -0.760  -0.973  0.000
N  4.016  -0.075  0.109  -0.563
C  2.822  0.330  0.812  0.167
C  2.812  1.081  1.955  -0.260
C  1.628  1.720  2.178  -0.200
C  0.552  1.659  1.349  -0.250
C  0.585  0.696  0.337  -0.167
C  1.743  0.036  -0.011  -0.126
H  1.822  -1.620  -3.021  0.223
H  0.532  -0.497  -2.472  0.222
H  0.819  -2.187  -1.802  0.216
H  4.258  -1.326  -1.635  0.199
H  4.857  -0.301  0.728  0.414
H  3.630  0.966  2.545  0.210
H  1.602  2.476  3.047  0.205
H  -0.326  2.297  1.568  0.219
H  -0.316  0.597  -0.228  0.202
C  -4.738  -0.162  -0.863  -0.614
C  -4.752  -0.576  0.623  -0.642
H  -5.692  -0.044  -1.471  0.223
H  -4.104  0.870  -0.991  0.193
H  -4.203  -0.949  -1.454  0.204
H  -3.940  -0.575  1.360  0.224
H  -5.030  -1.619  0.413  0.204
H  -5.474  -0.169  1.299  0.208

The frontier orbital gap comes out at 8.613 eV. As for the total energy: -482.82302 Eh. The HOMO energy comes out at -7.73 eV. As for the energy above the lowest of the compared OMol25 structures with the same formula, charge and spin: 2.508 eV.



# 2
This record from the OMol25 dataset describes an isolated molecule of C10H14N2 at a distorted geometry. The level of theory is the ωB97M-V functional and the def2-TZVPD basis.

Last column: natural (NBO) charge in e.
Cartesian coordinates (Å):
C  -0.025  3.337  0.869  -0.604
C  -0.223  2.289  -0.218  -0.382
C  -0.079  0.852  0.313  -0.331
C  -0.707  -0.154  -0.627  -0.296
C  -1.765  -0.943  -0.199  -0.112
C  -1.683  -1.707  0.966  -0.396
C  -0.507  -2.404  1.244  0.100
N  0.510  -2.490  0.435  -0.485
C  0.960  -1.561  -0.403  0.434
C  1.412  -2.060  -1.756  -0.647
N  1.798  -0.597  0.128  -0.417
C  1.366  0.509  0.520  0.179
H  -0.070  4.335  0.438  0.214
H  0.939  3.223  1.360  0.198
H  -0.804  3.256  1.626  0.206
H  0.508  2.442  -1.020  0.199
H  -1.219  2.410  -0.652  0.212
H  -0.569  0.780  1.293  0.238
H  -0.721  0.184  -1.659  0.211
H  -2.620  -1.091  -0.853  0.202
H  -2.584  -2.079  1.433  0.219
H  -0.542  -3.174  2.006  0.195
H  2.307  -2.667  -1.635  0.235
H  1.645  -1.221  -2.407  0.215
H  0.632  -2.670  -2.202  0.224
H  2.042  1.202  1.001  0.188

The frontier orbital gap comes out at 8.202 eV. As for the total energy: -498.85860 Eh. The HOMO energy comes out at -7.60 eV. As for the energy above the lowest of the compared OMol25 structures with the same formula, charge and spin: 2.554 eV.



# 3
This record from the OMol25 dataset describes a cluster of 9 separate species, C36H94N7O14 in total at a distorted geometry. The level of theory is the ωB97M-V functional and the def2-TZVPD basis.

Last column: Löwdin charge in e.
Cartesian coordinates (Å):
N  -2.958  -3.562  2.264  -0.551
O  -2.685  -4.796  2.066  -0.118
O  -4.180  -3.182  2.312  -0.087
O  -2.041  -2.750  2.403  -0.005
C  -4.918  -2.892  6.932  -0.060
C  -4.754  -1.425  7.324  -0.473
C  -4.928  -1.271  8.844  -0.058
O  -3.477  -0.941  6.934  -0.060
H  -5.892  -3.258  7.280  0.084
H  -4.164  -3.535  7.409  0.055
H  -4.798  -3.006  5.857  0.080
H  -5.550  -0.866  6.836  0.132
H  -5.878  -1.706  9.157  0.076
H  -4.792  -0.214  9.085  0.081
H  -4.142  -1.825  9.376  0.048
H  -2.838  -1.187  7.630  0.034
C  -0.826  -1.307  -2.111  -0.061
C  -1.167  -1.790  -0.690  -0.441
C  -1.442  -3.289  -0.594  -0.061
O  -0.042  -1.423  0.159  -0.061
H  -1.787  -1.103  -2.601  0.067
H  -0.294  -2.099  -2.638  0.066
H  -0.250  -0.387  -2.122  0.058
H  -2.065  -1.302  -0.294  0.119
H  -0.979  -3.687  0.310  0.073
H  -0.980  -3.832  -1.436  0.069
H  -2.497  -3.559  -0.576  0.061
H  -0.320  -0.662  0.675  0.070
C  -3.864  -5.831  9.579  -0.109
O  -3.181  -6.945  9.063  -0.208
C  -4.046  -7.895  8.446  -0.209
C  -4.812  -7.361  7.240  -0.212
N  -3.831  -6.943  6.254  -0.030
C  -4.367  -6.185  5.131  -0.193
C  -5.124  -7.030  4.159  -0.221
O  -6.426  -7.208  4.671  -0.197
C  -7.231  -7.920  3.781  -0.126
H  -3.132  -5.162  10.050  0.074
H  -4.532  -6.153  10.387  0.094
H  -4.273  -5.206  8.779  0.067
H  -4.742  -8.251  9.222  0.117
H  -3.398  -8.701  8.105  0.122
H  -5.423  -6.500  7.555  0.111
H  -5.418  -8.199  6.895  0.118
H  -3.085  -6.426  6.696  0.062
H  -3.512  -5.751  4.606  0.110
H  -4.944  -5.321  5.491  0.110
H  -4.629  -8.007  4.135  0.127
H  -5.181  -6.506  3.201  0.119
H  -8.216  -8.092  4.209  0.083
H  -6.768  -8.878  3.491  0.087
H  -7.375  -7.369  2.837  0.076
C  -1.781  1.858  -0.416  -0.129
O  -2.960  1.236  -0.012  -0.177
C  -3.892  1.136  -1.054  -0.237
C  -5.253  0.734  -0.503  -0.213
N  -5.086  -0.465  0.330  -0.016
C  -6.304  -0.907  1.007  -0.212
C  -7.170  0.128  1.669  -0.287
O  -6.443  0.890  2.562  -0.159
C  -7.279  1.699  3.338  -0.128
H  -1.040  1.759  0.373  0.089
H  -1.860  2.915  -0.720  0.085
H  -1.427  1.345  -1.328  0.072
H  -3.506  0.317  -1.685  0.111
H  -4.024  2.061  -1.635  0.122
H  -5.942  0.598  -1.365  0.120
H  -5.725  1.525  0.084  0.108
H  -4.905  -1.174  -0.382  0.107
H  -6.134  -1.736  1.690  0.090
H  -6.997  -1.324  0.237  0.115
H  -8.002  -0.391  2.173  0.122
H  -7.699  0.773  0.946  0.115
H  -7.855  2.398  2.704  0.087
H  -6.703  2.329  4.015  0.084
H  -7.980  1.095  3.935  0.087
C  -0.673  -5.704  7.392  -0.137
O  -1.542  -4.866  6.709  -0.226
C  -1.243  -3.492  6.682  -0.184
C  -1.137  -2.919  8.093  -0.205
N  -0.942  -1.486  8.011  -0.076
C  -0.349  -0.915  9.215  -0.187
C  -1.156  -1.124  10.463  -0.258
O  -0.883  -2.366  11.027  -0.200
C  -1.936  -2.798  11.893  -0.088
H  -0.609  -5.518  8.471  0.088
H  0.343  -5.805  6.977  0.101
H  -1.081  -6.717  7.332  0.080
H  -1.944  -2.972  6.030  0.129
H  -0.263  -3.375  6.191  0.135
H  -0.266  -3.394  8.560  0.114
H  -2.019  -3.120  8.706  0.110
H  -0.519  -1.196  7.144  0.128
H  -0.189  0.153  9.031  0.121
H  0.669  -1.322  9.378  0.126
H  -2.229  -1.090  10.210  0.104
H  -1.029  -0.323  11.203  0.125
H  -2.886  -2.851  11.353  0.075
H  -1.956  -2.136  12.766  0.089
H  -1.640  -3.800  12.201  0.089
C  -0.624  -8.013  4.021  -0.062
C  0.284  -6.828  3.587  -0.409
C  0.500  -6.812  2.097  -0.249
O  1.470  -5.860  1.791  -0.158
C  1.953  -5.998  0.498  -0.139
N  -0.374  -5.558  3.950  0.077
H  -0.608  -8.148  5.097  0.060
H  -0.271  -8.938  3.527  0.068
H  -1.640  -7.869  3.650  0.069
H  1.236  -7.015  4.092  0.133
H  -0.420  -6.651  1.508  0.126
H  0.782  -7.833  1.759  0.121
H  2.480  -6.956  0.324  0.083
H  2.647  -5.184  0.309  0.087
H  1.153  -5.996  -0.261  0.084
H  -0.696  -5.580  4.928  0.034
H  -1.264  -5.559  3.422  0.043
C  -7.558  -4.484  1.634  -0.046
C  -6.930  -5.075  0.384  -0.431
C  -7.872  -5.069  -0.808  -0.223
O  -9.001  -5.867  -0.507  -0.198
C  -10.004  -5.709  -1.457  -0.140
N  -5.726  -4.295  -0.014  0.057
H  -8.491  -4.989  1.879  0.072
H  -7.714  -3.419  1.453  0.064
H  -6.850  -4.580  2.460  0.073
H  -6.640  -6.136  0.486  0.120
H  -7.338  -5.548  -1.643  0.122
H  -8.175  -4.049  -1.075  0.124
H  -10.739  -6.496  -1.302  0.082
H  -9.563  -5.718  -2.457  0.084
H  -10.539  -4.762  -1.290  0.087
H  -5.125  -4.976  -0.496  0.027
H  -5.152  -4.056  0.801  0.025
C  -4.361  -8.278  -0.492  -0.059
C  -3.246  -7.495  -1.161  -0.419
C  -3.208  -7.417  -2.674  -0.201
O  -3.295  -8.673  -3.346  -0.190
C  -4.609  -9.206  -3.445  -0.116
N  -3.292  -6.114  -0.616  0.054
H  -4.313  -9.346  -0.708  0.066
H  -5.339  -7.895  -0.807  0.075
H  -4.346  -8.152  0.592  0.075
H  -2.288  -7.968  -0.880  0.135
H  -2.220  -7.036  -2.944  0.125
H  -3.972  -6.752  -3.102  0.127
H  -5.351  -8.405  -3.393  0.086
H  -4.755  -9.961  -2.676  0.071
H  -4.693  -9.662  -4.434  0.081
H  -2.547  -5.572  -1.055  0.049
H  -3.020  -6.161  0.368  0.055

As for the charge: -1. The frontier orbital gap comes out at 7.790 eV. As for the total energy: -2864.41157 Eh. The HOMO energy comes out at -5.50 eV. As for the energy above the lowest of the compared OMol25 structures with the same formula, charge and spin: 0.000 eV.



# 4
This record from the OMol25 dataset describes a structure of composition C23H19Cl2NZn at a distorted geometry. The level of theory is the ωB97M-V functional and the def2-TZVPD basis.

Last column: natural (NBO) charge in e.
Cartesian coordinates (Å):
C  -1.998  -3.130  1.134  -0.725
C  -0.676  -2.498  1.150  0.344
N  -0.476  -1.163  1.152  -0.259
C  0.809  -0.541  1.147  0.096
C  2.085  -1.091  1.142  -0.195
C  3.177  -0.249  1.137  -0.186
C  3.017  1.140  1.135  -0.171
C  1.763  1.706  1.137  -0.194
C  0.654  0.859  1.143  0.015
C  -0.754  1.135  1.144  0.040
C  -1.432  -0.101  1.148  0.080
C  -2.823  -0.107  1.144  -0.185
C  -3.507  1.090  1.138  -0.196
C  -2.827  2.310  1.136  -0.159
C  -1.453  2.342  1.138  -0.207
H  -1.927  -4.219  1.137  0.273
H  -2.576  -2.837  2.011  0.287
H  -2.550  -2.839  0.239  0.264
H  0.197  -3.124  1.145  0.231
H  2.208  -2.158  1.140  0.223
H  4.170  -0.667  1.134  0.235
H  3.884  1.781  1.133  0.231
H  1.619  2.774  1.134  0.226
H  -3.360  -1.034  1.141  0.224
H  -4.584  1.087  1.135  0.235
H  -3.380  3.235  1.133  0.232
H  -0.911  3.272  1.134  0.229
Cl  1.294  -1.223  8.739  -0.828
Zn  -0.329  -2.713  8.610  1.478
Cl  -2.424  -2.096  8.919  -0.813
C  0.028  -3.585  6.787  -0.796
C  -0.435  -2.487  5.893  -0.142
C  -1.350  -2.879  4.995  -0.342
C  -1.592  -4.314  5.207  -0.003
C  -0.804  -4.720  6.289  -0.038
C  -0.835  -6.034  6.717  -0.195
C  -1.650  -6.941  6.065  -0.233
C  -2.424  -6.541  4.988  -0.239
C  -2.409  -5.229  4.555  -0.257
H  1.096  -3.799  6.668  0.248
H  -0.106  -1.468  6.026  0.218
H  -1.836  -2.261  4.260  0.174
H  -0.215  -6.338  7.542  0.204
H  -1.676  -7.967  6.395  0.204
H  -3.063  -7.260  4.499  0.199
H  -3.026  -4.916  3.734  0.177

The frontier orbital gap comes out at 3.706 eV. As for the total energy: -3642.30815 Eh. The HOMO energy comes out at -6.83 eV.